[1]
Computed, not measured: a molecular structure, C40H46IrN8P2S3, with wB97M-V/def2-TZVPD.

The calculation puts the energy relative to the best compared isomer or geometry (same formula, charge and spin) at 0.016 eV. Its net charge is +4. The HOMO-LUMO gap (spin up / spin down) comes out at 7.56 / 4.61 eV. Its spin multiplicity is 2. As for the HOMO energy (spin up / spin down): -18.4 / -18.4 eV.

Last column: Löwdin charge in e.
Positions of all 100 atoms, in Å:
1 Ir -0.05051 0.36624 -0.36130  0.88
2 C -2.34600 -3.38490 -0.72572  -0.07
3 N -1.45675 -2.20897 -0.67170  -0.46
4 P -0.64318 -1.67668 0.69124  0.87
5 C 0.53204 -2.89672 1.24101  -0.38
6 C 1.29112 -2.64037 2.38715  -0.14
7 C 2.18358 -3.59028 2.85106  -0.03
8 C 2.32071 -4.80042 2.17598  -0.01
9 C 1.56701 -5.05947 1.03941  -0.03
10 C 0.66882 -4.11052 0.56827  -0.08
11 C -1.94889 -1.64104 1.95812  -0.37
12 C -3.20180 -1.13878 1.56821  -0.15
13 C -4.26558 -1.12743 2.46239  -0.03
14 C -4.09773 -1.63761 3.74784  -0.02
15 C -2.87303 -2.17197 4.12459  -0.02
16 C -1.80059 -2.17948 3.23369  -0.06
17 P -1.46249 -0.90287 -1.74624  0.88
18 C -3.12123 -0.34829 -2.10672  -0.36
19 C -3.53786 0.96289 -1.87771  -0.12
20 C -4.83125 1.35203 -2.19029  -0.03
21 C -5.71684 0.42940 -2.73114  -0.01
22 C -5.30462 -0.87442 -2.98432  -0.02
23 C -4.00921 -1.26400 -2.68865  -0.07
24 C -0.80952 -1.52435 -3.28789  -0.35
25 C 0.09324 -2.59179 -3.28983  -0.10
26 C 0.58614 -3.07422 -4.49001  -0.04
27 C 0.19181 -2.48658 -5.68815  -0.02
28 C -0.70529 -1.42472 -5.69029  -0.03
29 C -1.21358 -0.94499 -4.49379  -0.07
30 H -2.15951 -4.01665 0.14117  0.10
31 H -2.14949 -3.96191 -1.62913  0.10
32 H -3.39142 -3.07836 -0.70615  0.09
33 H 1.19835 -1.69303 2.91046  0.11
34 H 2.77221 -3.39725 3.73794  0.13
35 H 3.01449 -5.54519 2.54309  0.13
36 H 1.67075 -6.00493 0.52391  0.13
37 H 0.08538 -4.32646 -0.31746  0.10
38 H -3.38336 -0.81736 0.54679  0.08
39 H -5.23111 -0.75479 2.14588  0.13
40 H -4.92937 -1.64591 4.44025  0.13
41 H -2.75080 -2.60220 5.10994  0.13
42 H -0.86788 -2.62463 3.54562  0.10
43 H -2.84121 1.69625 -1.50155  0.03
44 H -5.14786 2.37370 -2.02688  0.12
45 H -6.72677 0.73054 -2.97625  0.13
46 H -5.99030 -1.58291 -3.42935  0.13
47 H -3.68864 -2.26882 -2.93519  0.12
48 H 0.39805 -3.05305 -2.35789  0.09
49 H 1.26475 -3.91704 -4.49908  0.13
50 H 0.56962 -2.87289 -6.62589  0.13
51 H -1.02786 -0.99036 -6.62728  0.13
52 H -1.93574 -0.13705 -4.50174  0.12
53 N -0.11427 3.70417 1.77705  0.07
54 N -0.44225 2.81404 2.80350  -0.03
55 C -1.18271 1.75367 2.54391  -0.58
56 N -1.68905 1.02729 3.50768  0.22
57 S -1.67357 1.41059 0.84932  0.87
58 H 0.88588 3.87968 1.79564  0.09
59 H -0.60761 4.58152 1.92495  0.13
60 H -0.27340 3.07554 3.77175  0.18
61 H -1.59235 1.28956 4.48191  0.16
62 H -2.26334 0.21561 3.30198  0.07
63 C 3.06238 -1.71261 -0.14944  -0.05
64 C 2.59111 -1.09109 -1.41527  -0.58
65 N 1.55294 -0.28013 -1.58626  -0.10
66 C 1.56354 0.29453 -2.85406  -0.35
67 C 2.54079 -0.16151 -3.66658  -0.27
68 S 3.51687 -1.27367 -2.82635  1.22
69 C 0.68439 1.42867 -3.06101  -0.35
70 C 0.50461 2.14843 -4.19306  -0.28
71 S -0.46976 3.49926 -3.86243  1.22
72 C -0.60571 3.05212 -2.23069  -0.61
73 N 0.04283 1.93204 -1.93726  -0.06
74 C -1.33837 3.97219 -1.31286  -0.08
75 H 2.63458 -1.19500 0.70166  0.05
76 H 4.14829 -1.63108 -0.09801  0.10
77 H 2.81162 -2.77050 -0.09323  0.08
78 H 2.76847 0.14183 -4.67590  0.11
79 H 0.90289 1.95841 -5.17702  0.11
80 H -1.86560 4.72951 -1.89086  0.10
81 H -0.62621 4.47838 -0.66300  0.08
82 H -2.06754 3.46209 -0.68795  0.02
83 N 1.49384 1.19846 0.81839  0.04
84 C 2.37297 1.74983 1.34210  -0.23
85 N 3.33530 2.37374 1.92714  -0.06
86 C 4.23205 3.30074 1.17270  -0.10
87 C 4.41817 4.58096 1.96898  -0.17
88 C 4.89124 4.28432 3.38962  -0.17
89 C 3.92747 3.34092 4.10591  -0.17
90 C 3.74518 2.05165 3.32327  -0.11
91 H 3.78786 3.47718 0.19381  0.13
92 H 5.18429 2.78377 1.03488  0.14
93 H 3.47482 5.13737 1.99206  0.12
94 H 5.14072 5.20730 1.44510  0.13
95 H 4.99090 5.21191 3.95088  0.13
96 H 5.88682 3.83239 3.35848  0.13
97 H 2.95538 3.82984 4.23984  0.11
98 H 4.29849 3.09148 5.10043  0.13
99 H 2.98889 1.39710 3.75649  0.12
100 H 4.68530 1.49809 3.26534  0.14

=====

[2]
Computed, not measured: a molecular structure, C40H46MnN3O3PS6Si, with wB97M-V/def2-TZVPD.

The calculation puts the energy relative to the best compared isomer or geometry (same formula, charge and spin) at 2.386 eV. Its net charge is -1. The HOMO-LUMO gap (spin up / spin down) comes out at 3.96 / 5.09 eV. Its spin multiplicity is 5. As for the HOMO energy (spin up / spin down): -4.0 / -4.0 eV.

Last column: Löwdin charge in e.
Positions of all 101 atoms, in Å:
1 Mn 11.02992 12.95464 10.20806  0.48
2 C 16.47175 13.37688 8.20596  -0.07
3 C 15.17851 13.06985 7.77527  -0.05
4 C 14.15774 12.99716 8.74729  -0.06
5 C 14.56773 13.10716 10.09385  -0.34
6 C 15.88848 13.28505 10.51154  -0.08
7 C 16.83508 13.49452 9.53841  -0.08
8 P 13.24840 12.89027 11.26018  1.05
9 C 13.59392 13.90910 12.68780  -0.35
10 C 13.16632 13.63395 13.98674  -0.09
11 C 13.44494 14.54322 15.02902  -0.10
12 C 14.05905 15.74047 14.81619  -0.11
13 C 14.38116 16.09789 13.53137  -0.05
14 C 14.13196 15.20783 12.44574  -0.07
15 C 13.35280 11.20009 11.67417  -0.31
16 C 14.20754 10.60388 12.56903  -0.06
17 C 14.19171 9.20527 12.60556  -0.09
18 C 13.56024 8.43427 11.66627  -0.03
19 C 12.83694 8.99886 10.60089  -0.16
20 C 12.26587 8.35343 9.46847  -0.02
21 C 11.45204 9.03920 8.58331  -0.09
22 C 11.22844 10.43882 8.73444  -0.14
23 C 11.70261 11.06557 9.87240  -0.25
24 C 12.59868 10.38917 10.75314  -0.18
25 H 17.21473 13.55467 7.42549  0.11
26 H 14.84649 12.93123 6.77045  0.10
27 H 13.09940 12.86353 8.49814  0.07
28 H 16.09524 13.33769 11.59325  0.12
29 H 17.85384 13.69795 9.87278  0.11
30 H 12.71171 12.66354 14.16657  0.10
31 H 13.13532 14.23145 16.06489  0.12
32 H 14.50233 16.30860 15.66442  0.12
33 H 14.76494 17.10715 13.30301  0.10
34 H 14.28974 15.58560 11.43828  0.02
35 H 15.03955 11.15577 13.03706  0.13
36 H 14.71333 8.65126 13.38009  0.10
37 H 13.62300 7.31588 11.71655  0.13
38 H 12.63560 7.36090 9.26093  0.11
39 H 11.05568 8.55539 7.70700  0.10
40 H 10.56574 10.97376 8.05353  0.11
41 N 7.08357 16.34414 7.60326  0.11
42 C 8.23294 16.28207 7.81873  -0.34
43 N 9.57045 16.26605 7.96310  0.10
44 C 10.09364 15.28522 8.53346  -0.33
45 N 10.76544 14.42313 8.97485  0.04
46 C 5.60711 13.23596 8.05037  -0.40
47 S 6.50608 13.15507 9.62987  0.82
48 C 6.91755 11.46661 9.83400  -0.99
49 C 8.13318 11.22024 10.43548  -1.09
50 S 9.11858 12.41592 11.25557  0.58
51 S 8.69065 9.61460 10.20731  0.91
52 C 7.38369 8.91071 9.34101  -1.47
53 S 7.36898 7.32763 8.99501  0.53
54 S 6.05977 10.11473 9.15885  0.91
55 H 6.32275 13.45175 7.20216  0.05
56 H 4.96892 14.10184 8.22159  0.02
57 H 5.03021 12.33750 7.83257  0.00
58 C 12.32353 17.86634 7.03568  -0.06
59 C 12.77936 19.32835 7.00986  -0.62
60 C 14.21660 19.46873 6.55374  -0.07
61 C 11.82144 20.21496 6.23236  -0.05
62 O 12.84528 19.95422 8.36450  -0.19
63 Si 13.25466 19.35084 9.83687  -0.24
64 S 14.54294 17.73388 9.79263  0.26
65 O 11.90852 19.01570 10.69641  -0.19
66 C 10.66522 19.75760 10.95293  -0.61
67 C 10.91979 21.03331 11.77829  -0.03
68 C 9.88177 18.66433 11.72278  -0.04
69 C 9.96917 20.03349 9.62320  -0.04
70 O 13.96150 20.65478 10.52671  -0.19
71 C 15.26880 21.01026 11.15951  -0.63
72 C 15.72435 19.84779 11.97926  -0.11
73 C 14.88030 22.21774 11.99939  -0.05
74 C 16.19569 21.37309 10.04320  -0.04
75 H 12.57307 17.27155 6.09750  0.10
76 H 11.22408 17.83877 7.15556  0.05
77 H 12.85096 17.35114 7.87166  0.01
78 H 14.32000 19.16537 5.50056  0.08
79 H 14.95251 18.93319 7.22475  0.06
80 H 14.53718 20.52499 6.61473  0.08
81 H 11.79092 19.93871 5.17311  0.08
82 H 12.07247 21.31645 6.30259  0.10
83 H 10.81161 20.13364 6.63573  0.07
84 H 11.56086 20.68728 12.57671  0.07
85 H 9.94843 21.44788 12.21623  0.10
86 H 11.47580 21.78053 11.18565  0.08
87 H 10.34786 18.52422 12.70891  0.08
88 H 9.97749 17.75342 11.10363  0.08
89 H 8.83186 18.95174 11.89750  0.08
90 H 10.56303 20.69884 8.99027  0.07
91 H 8.91603 20.36120 9.80276  0.10
92 H 9.89712 19.05313 9.16736  0.07
93 H 14.91166 19.48382 12.65065  0.09
94 H 16.57317 20.14334 12.62207  0.08
95 H 16.10954 19.03260 11.33179  0.02
96 H 14.36399 21.90098 12.90258  0.07
97 H 14.13793 22.94998 11.55482  0.10
98 H 15.75687 22.75631 12.36001  0.07
99 H 16.38933 20.54192 9.37939  0.08
100 H 17.11977 21.82342 10.35094  0.07
101 H 15.63433 22.14104 9.47004  0.10

=====

[3]
Computed, not measured: a molecular structure, C40H46MnP2Si, with wB97M-V/def2-TZVPD.

The HOMO-LUMO gap (spin up / spin down) comes out at 4.58 / 5.72 eV. Its spin multiplicity is 6. As for the HOMO energy (spin up / spin down): -4.7 / -5.8 eV.

Last column: Löwdin charge in e.
Positions of all 90 atoms, in Å:
1 Mn 0.10212 0.79489 -0.20039  0.38
2 C -1.92487 1.25357 -3.20685  -0.10
3 C -1.97868 -0.05640 -2.97801  -0.14
4 C -1.45023 -1.10623 -3.89366  -0.19
5 C -0.20012 -0.74366 -4.70004  -0.17
6 C 0.77269 0.09128 -3.90604  -0.12
7 C 0.86387 1.40887 -3.76567  -0.12
8 C -0.05250 2.37467 -4.43308  -0.19
9 C -1.52945 1.93001 -4.47679  -0.18
10 C 2.12944 0.60780 2.73571  -0.16
11 H -2.27817 1.95690 -2.46345  0.08
12 H -2.65110 -0.42578 -2.19856  0.07
13 H -2.26130 -1.40429 -4.58065  0.13
14 H -1.22015 -1.97838 -3.27747  0.07
15 H 0.30803 -1.69534 -4.97132  0.12
16 H -0.50662 -0.24902 -5.63613  0.10
17 H 1.54580 -0.53892 -3.48351  0.07
18 H 1.77831 1.88712 -3.40426  0.08
19 H 0.30677 2.56072 -5.45773  0.12
20 H 0.01333 3.32828 -3.89776  0.11
21 H -2.14810 2.84919 -4.58415  0.12
22 H -1.69734 1.28549 -5.35388  0.10
23 H 2.20697 1.32073 3.58800  0.07
24 H 2.99277 0.84186 2.10057  0.03
25 H 2.33488 -0.43032 3.08755  0.09
26 P -1.32794 -1.07059 0.03156  0.99
27 P 2.18073 -0.05844 -0.50628  0.92
28 C -0.14026 -1.79579 -1.16047  -0.34
29 C 1.19636 -1.43023 -1.27906  -0.33
30 C -2.35642 -2.43989 0.56242  -0.37
31 C -2.89621 -3.31511 -0.40093  -0.10
32 C -3.77361 -4.32262 0.01531  -0.09
33 C -4.09150 -4.44976 1.37471  -0.08
34 C -3.57065 -3.55423 2.33115  -0.08
35 C -2.70802 -2.53890 1.93022  -0.08
36 C -2.55720 0.38192 -0.09064  -0.32
37 C -2.04618 1.70500 0.00588  -0.17
38 C -2.85018 2.79358 -0.35449  -0.08
39 C -4.17492 2.57733 -0.78625  -0.08
40 C -4.70539 1.27383 -0.80410  -0.06
41 C -3.90072 0.18457 -0.46070  -0.10
42 C 3.56106 -0.95900 0.17143  -0.37
43 C 3.35277 -2.24933 0.71611  -0.10
44 C 4.44276 -3.06807 0.97049  -0.09
45 C 5.74855 -2.59628 0.75607  -0.09
46 C 5.95870 -1.29622 0.27736  -0.09
47 C 4.87504 -0.47773 -0.01086  -0.09
48 C 2.82718 1.65505 -0.75764  -0.37
49 C 2.45011 2.74141 0.07778  -0.10
50 C 2.71010 4.04927 -0.31985  -0.08
51 C 3.26473 4.27892 -1.59001  -0.08
52 C 3.73461 3.20796 -2.37211  -0.09
53 C 3.64489 1.91025 -1.86936  -0.15
54 H -0.45452 -2.74263 -1.62229  0.05
55 H 1.85993 -2.17064 -1.72872  0.07
56 H -2.62217 -3.18956 -1.45823  0.10
57 H -4.18486 -5.00902 -0.73180  0.10
58 H -4.73361 -5.27537 1.69753  0.10
59 H -3.82583 -3.65284 3.38542  0.10
60 H -2.29506 -1.81472 2.63917  0.08
61 H -1.04296 1.96596 0.45177  0.06
62 H -2.41040 3.80583 -0.28148  0.12
63 H -4.80563 3.43408 -1.04986  0.11
64 H -5.74679 1.11341 -1.07891  0.11
65 H -4.30756 -0.82133 -0.58690  0.11
66 H 2.34128 -2.60996 0.90408  0.11
67 H 4.27053 -4.07467 1.35113  0.10
68 H 6.60553 -3.23637 0.98160  0.10
69 H 6.97102 -0.91079 0.13999  0.10
70 H 5.06449 0.52648 -0.39116  0.09
71 H 1.89925 2.57358 1.00881  0.07
72 H 2.41025 4.88386 0.32782  0.11
73 H 3.27629 5.29593 -1.98891  0.10
74 H 4.12484 3.36585 -3.37969  0.11
75 H 4.14202 1.08033 -2.37959  0.11
76 C -2.33458 0.76547 5.41207  -0.20
77 Si -0.74526 0.16384 4.59689  0.45
78 C 0.59973 0.77277 5.79020  -0.20
79 C -0.84112 -1.64535 5.13243  -0.20
80 C -0.30878 0.49107 2.81190  -0.15
81 C 0.74279 0.67145 2.09304  -0.36
82 H -2.17235 0.68322 6.49811  0.03
83 H -3.18827 0.12635 5.15756  0.02
84 H -2.57826 1.80580 5.17955  0.02
85 H 0.24493 0.48455 6.78933  0.02
86 H 1.57813 0.30726 5.62987  0.02
87 H 0.73762 1.85953 5.75497  0.03
88 H -1.77854 -2.13340 4.82147  0.01
89 H 0.00692 -2.25178 4.78164  0.03
90 H -0.80368 -1.63812 6.24095  0.04

=====

| no. | maximum force (Eh/bohr) |
| --- | --- |
| 1 | 0.004 |
| 2 | 0.058 |
| 3 | 0.033 |